Record 1
{"formula": "C2H6S2", "method": "ωB97M-V with the def2-TZVPD basis set", "elements": ["C", "C", "H", "H", "H", "H", "H", "H", "S", "S"], "coordinates": [[1.108, 0.788, -1.102], [0.193, -0.361, -0.904], [0.817, 1.556, -1.813], [2.178, 0.608, -1.039], [-0.730, -0.386, -1.479], [0.631, -1.336, -0.704], [-0.959, 0.316, 2.095], [-1.419, -1.531, 2.491], [0.224, 0.806, 0.473], [-2.043, -0.460, 1.983]], "forces_ev_per_angstrom": [[0.39, 0.16, -0.14], [-0.13, -0.09, 0.06], [0.03, -0.10, 0.10], [-0.18, 0.01, -0.05], [0.13, 0.02, 0.15], [-0.08, 0.19, 0.00], [-0.36, -0.26, 0.53], [0.01, 0.03, 0.04], [0.77, 0.33, -1.08], [-0.59, -0.29, 0.38]], "nbo_charge": [-0.50, -0.48, 0.22, 0.22, 0.23, 0.22, 0.13, 0.14, 0.08, -0.27], "e_lumo_ev": 0.83, "energy_ev": -23840.5135, "de_lowest_kcal_mol": 30.0, "homo_energy_ev": -9.0, "charge": 0, "spin_multiplicity": 1, "smiles": "C1CS1.S"}


Record 2
{"formula": "C43H73N16O6", "method": "ωB97M-V with the def2-TZVPD basis set", "elements": ["C", "C", "C", "O", "C", "C", "O", "C", "C", "O", "C", "H", "C", "N", "C", "N", "C", "N", "C", "N", "N", "C", "H", "H", "C", "N", "C", "O", "C", "N", "C", "C", "N", "N", "C", "H", "N", "H", "H", "H", "C", "O", "H", "H", "H", "H", "H", "C", "C", "H", "H", "H", "H", "C", "C", "H", "H", "H", "H", "H", "C", "H", "H", "C", "H", "H", "H", "H", "N", "C", "H", "H", "C", "N", "C", "O", "C", "N", "C", "C", "N", "N", "C", "N", "H", "H", "C", "H", "C", "C", "H", "H", "H", "C", "H", "H", "H", "H", "H", "H", "H", "H", "C", "C", "H", "H", "H", "H", "C", "C", "H", "H", "H", "H", "H", "C", "H", "C", "H", "H", "H", "H", "H", "H", "H", "H", "H", "H", "H", "H", "H", "H", "H", "H", "H", "H", "H", "H"], "coordinates": [[0.662, 2.466, -5.998], [0.554, 2.706, -4.830], [0.324, 2.987, -3.424], [-1.009, 2.668, -3.020], [-2.003, 3.514, -3.569], [-3.371, 2.847, -3.400], [-3.711, 2.543, -2.066], [-4.026, 3.647, -1.234], [-4.810, 3.122, -0.032], [-4.030, 2.156, 0.660], [-4.766, 1.088, 1.241], [-5.579, 1.475, 1.863], [-5.317, 0.106, 0.187], [-4.285, -0.221, -0.763], [-3.431, -1.245, -0.564], [-3.853, -2.290, 0.131], [-2.951, -3.260, 0.295], [-1.734, -3.266, -0.245], [-1.418, -2.206, -0.983], [-2.209, -1.121, -1.111], [-0.255, -2.223, -1.650], [0.219, -1.046, -2.341], [0.795, -0.429, -1.644], [-0.641, -0.481, -2.702], [1.097, -1.433, -3.536], [2.138, -2.342, -3.118], [3.450, -2.093, -2.919], [4.197, -2.914, -2.428], [3.959, -0.674, -3.258], [3.595, 0.109, -2.106], [3.994, -0.072, -0.829], [3.252, 0.837, -0.101], [2.464, 1.499, -0.974], [2.677, 1.054, -2.166], [3.217, 1.101, 1.370], [2.235, 1.520, 1.617], [3.405, -0.082, 2.199], [2.715, -0.788, 1.964], [-1.389, 1.962, -1.468], [4.322, -0.486, 2.033], [4.280, 2.140, 1.768], [4.137, 2.508, 3.110], [4.082, 1.693, 3.625], [5.281, 1.724, 1.577], [4.158, 3.049, 1.176], [4.720, -0.808, -0.557], [3.445, -0.237, -4.118], [5.474, -0.675, -3.527], [5.732, -1.436, -4.824], [5.279, -0.921, -5.669], [6.798, -1.525, -5.003], [5.319, -2.440, -4.761], [5.968, -1.208, -2.709], [6.003, 0.763, -3.593], [7.524, 0.830, -3.672], [7.853, 1.865, -3.616], [7.974, 0.283, -2.848], [7.889, 0.412, -4.605], [5.570, 1.265, -4.461], [5.682, 1.311, -2.703], [1.570, -3.560, -2.569], [0.936, -4.028, -3.327], [2.386, -4.234, -2.306], [0.752, -3.213, -1.326], [1.413, -2.810, -0.548], [0.242, -4.093, -0.938], [0.487, -1.949, -4.285], [1.496, -0.523, -3.980], [-3.318, -4.344, 1.016], [-2.307, -5.126, 1.688], [-2.473, -6.190, 1.497], [-1.341, -4.833, 1.276], [-2.394, -4.832, 3.210], [-3.062, -3.562, 3.398], [-2.497, -2.339, 3.372], [-3.157, -1.320, 3.265], [-0.972, -2.217, 3.544], [-0.529, -1.295, 2.535], [-0.945, -0.035, 2.312], [-0.287, 0.339, 1.159], [0.485, -0.699, 0.775], [0.331, -1.667, 1.601], [-0.385, 1.580, 0.340], [-1.536, 1.420, -0.597], [-1.694, 0.388, -0.881], [-2.412, 1.739, -0.140], [-0.586, 2.830, 1.194], [0.103, 2.800, 2.040], [-0.350, 4.137, 0.424], [-0.997, 5.299, 1.176], [-0.848, 6.232, 0.639], [-0.551, 5.402, 2.162], [-2.067, 5.140, 1.299], [1.141, 4.401, 0.230], [1.291, 5.317, -0.336], [1.625, 3.585, -0.301], [1.628, 4.519, 1.195], [-0.821, 4.058, -0.563], [-1.602, 2.816, 1.597], [0.533, 1.662, -0.253], [-1.640, 0.471, 2.945], [-0.434, -3.144, 3.342], [-0.638, -1.704, 4.963], [-1.153, -2.695, 6.002], [-0.644, -3.652, 5.908], [-0.976, -2.312, 7.002], [-2.223, -2.854, 5.891], [-1.156, -0.749, 5.102], [0.874, -1.478, 5.095], [1.251, -0.719, 6.361], [0.722, 0.230, 6.411], [1.016, -1.293, 7.253], [2.318, -0.515, 6.364], [1.382, -2.445, 5.085], [1.237, -0.909, 4.236], [-4.473, -3.655, 3.055], [-4.866, -2.639, 3.012], [-4.598, -4.358, 1.682], [-4.894, -5.403, 1.802], [-5.321, -3.846, 1.051], [-4.997, -4.214, 3.835], [-1.411, -4.846, 3.674], [-3.007, -5.587, 3.710], [-3.950, 0.553, -1.322], [-6.168, 0.531, -0.350], [-5.630, -0.811, 0.685], [-4.051, 0.562, 1.879], [-5.743, 2.676, -0.385], [-5.048, 3.955, 0.641], [-3.112, 4.148, -0.891], [-4.645, 4.374, -1.772], [-3.361, 1.881, -3.910], [-4.133, 3.491, -3.857], [-1.977, 4.495, -3.071], [-1.824, 3.663, -4.639], [0.986, 2.362, -2.817], [0.537, 4.046, -3.221], [0.806, 2.263, -7.018]], "forces_ev_per_angstrom": [[0.09, 0.09, 0.49], [-0.20, -0.12, -0.28], [0.13, 0.11, 0.45], [0.03, -0.06, -0.09], [-0.51, 0.04, 0.01], [0.46, 0.12, -0.36], [-0.16, -0.05, 0.30], [-0.18, -0.17, 0.38], [0.13, 0.25, -0.28], [0.06, 0.24, -0.21], [-0.19, -0.43, 0.06], [0.04, 0.01, 0.02], [0.01, 0.37, 0.27], [0.05, 0.20, -0.17], [0.26, -0.34, -0.19], [-0.36, 0.04, 0.27], [0.19, 0.31, -0.52], [0.12, -0.21, 0.06], [-0.41, -0.08, 0.12], [-0.18, -0.21, -0.21], [-0.04, 0.01, -0.14], [0.11, 0.21, -0.34], [-0.02, -0.01, -0.08], [0.09, 0.02, -0.02], [-0.27, 0.40, 0.11], [-0.17, -0.30, -0.14], [-0.05, 0.26, -0.34], [0.35, -0.10, 0.19], [0.43, -0.56, -0.40], [0.02, 0.33, 0.82], [-0.28, 0.37, 0.28], [0.37, -0.48, -0.17], [0.18, 0.19, 0.14], [-0.17, 0.17, -0.94], [0.22, 0.25, 0.02], [0.10, 0.04, -0.06], [0.08, -0.08, 0.08], [0.01, -0.01, 0.05], [-0.10, -0.09, 0.27], [-0.02, -0.03, 0.01], [-0.28, -0.19, -0.19], [-0.02, 0.09, 0.42], [-0.04, 0.02, -0.02], [-0.06, 0.02, -0.11], [0.05, -0.10, -0.06], [0.17, -0.24, 0.04], [0.02, 0.00, 0.14], [-0.22, 0.26, -0.09], [-0.05, -0.03, 0.29], [-0.04, 0.09, -0.14], [0.09, -0.03, -0.08], [0.01, -0.12, -0.07], [-0.07, 0.03, 0.01], [0.08, -0.18, 0.14], [-0.23, 0.06, -0.05], [0.11, 0.06, -0.01], [0.10, -0.06, 0.08], [0.12, -0.04, -0.08], [-0.09, 0.07, -0.01], [-0.05, 0.04, -0.05], [0.05, -0.22, 0.38], [0.01, 0.01, 0.02], [-0.16, 0.05, -0.05], [0.23, -0.40, -0.08], [0.01, -0.06, -0.03], [0.16, 0.06, -0.03], [0.04, 0.09, 0.00], [-0.02, -0.07, 0.00], [-0.10, -0.10, -0.03], [0.24, -0.23, 0.00], [0.09, 0.03, 0.03], [-0.08, -0.13, 0.12], [0.19, -0.16, -0.13], [-0.26, -0.08, 0.15], [0.26, -0.14, 0.11], [-0.05, 0.27, 0.12], [-0.30, -0.14, 0.48], [-0.11, 0.73, -0.33], [0.33, 0.35, -0.47], [-0.27, 0.04, 0.59], [0.23, 0.27, -0.34], [0.45, -1.08, 0.20], [0.14, -0.03, 0.37], [0.01, 0.22, -0.12], [0.11, 0.44, 0.07], [0.23, -0.13, -0.18], [0.05, 0.14, -0.38], [0.03, -0.05, 0.08], [-0.01, 0.09, 0.37], [0.01, -0.16, -0.28], [0.01, 0.14, -0.01], [0.04, 0.03, 0.16], [-0.14, 0.02, 0.06], [-0.23, -0.11, -0.18], [0.06, 0.13, -0.06], [0.09, -0.01, -0.04], [0.09, 0.03, 0.18], [-0.05, -0.02, -0.10], [-0.06, -0.03, 0.10], [-0.31, -0.01, 0.07], [-0.18, 0.08, 0.16], [-0.04, 0.09, 0.02], [0.26, -0.25, -0.11], [-0.06, 0.27, -0.12], [0.07, -0.15, 0.00], [0.00, -0.03, 0.11], [-0.10, -0.07, 0.09], [-0.02, 0.00, -0.08], [-0.21, 0.22, 0.04], [0.01, -0.17, -0.18], [-0.04, 0.13, 0.04], [0.00, 0.00, 0.15], [0.09, 0.05, 0.08], [0.03, -0.08, -0.10], [0.04, -0.06, -0.04], [-0.31, 0.21, 0.03], [0.01, -0.21, 0.02], [-0.20, 0.01, 0.02], [-0.01, 0.05, -0.03], [-0.03, -0.15, 0.14], [0.00, 0.02, -0.04], [-0.06, -0.05, 0.02], [0.11, 0.05, 0.04], [0.03, -0.09, -0.02], [0.00, -0.09, 0.08], [-0.10, 0.10, -0.02], [-0.11, -0.02, 0.01], [-0.01, 0.02, 0.00], [-0.02, -0.07, -0.08], [-0.01, 0.02, -0.03], [0.05, -0.01, 0.03], [-0.01, 0.13, -0.08], [0.03, -0.05, 0.01], [0.04, -0.07, -0.06], [-0.04, 0.00, 0.06], [-0.09, 0.22, -0.07], [0.00, -0.14, 0.08], [0.04, -0.11, -0.60]], "nbo_charge": [-0.19, -0.06, -0.16, -0.56, -0.10, -0.08, -0.57, -0.09, -0.08, -0.57, -0.08, 0.19, -0.26, -0.59, 0.63, -0.63, 0.63, -0.65, 0.75, -0.70, -0.42, -0.26, 0.22, 0.23, -0.22, -0.44, 0.69, -0.63, -0.13, -0.14, -0.08, 0.08, -0.29, -0.09, -0.10, 0.21, -0.84, 0.38, 0.46, 0.36, -0.05, -0.71, 0.48, 0.15, 0.19, 0.25, 0.24, -0.21, -0.62, 0.20, 0.23, 0.23, 0.22, -0.40, -0.60, 0.22, 0.20, 0.21, 0.20, 0.20, -0.23, 0.20, 0.25, -0.24, 0.21, 0.25, 0.21, 0.23, -0.40, -0.23, 0.21, 0.25, -0.24, -0.43, 0.71, -0.66, -0.14, -0.15, -0.07, 0.10, -0.30, -0.07, -0.13, -0.81, 0.47, 0.45, -0.42, 0.23, -0.20, -0.61, 0.21, 0.21, 0.20, -0.63, 0.21, 0.23, 0.21, 0.18, 0.22, 0.28, 0.26, 0.24, -0.20, -0.62, 0.20, 0.23, 0.22, 0.21, -0.39, -0.61, 0.20, 0.21, 0.22, 0.20, 0.21, -0.24, 0.25, -0.24, 0.20, 0.25, 0.21, 0.22, 0.21, 0.42, 0.20, 0.25, 0.22, 0.19, 0.20, 0.18, 0.19, 0.21, 0.19, 0.18, 0.21, 0.26, 0.21, 0.24], "e_lumo_ev": -1.33, "energy_ev": -81898.0094, "homo_energy_ev": -10.9, "charge": 1, "spin_multiplicity": 1}


Record 3
{"formula": "C4H6N2O", "method": "ωB97M-V with the def2-TZVPD basis set", "elements": ["C", "C", "C", "C", "O", "N", "N", "H", "H", "H", "H", "H", "H"], "coordinates": [[-1.920, -0.062, -0.066], [-0.433, -0.080, -0.075], [0.442, -0.142, -1.100], [1.786, 0.013, -0.556], [2.883, -0.068, -1.073], [1.583, 0.278, 0.816], [0.241, 0.006, 1.136], [-2.277, 0.901, 0.312], [-2.330, -0.850, 0.571], [-2.308, -0.186, -1.077], [0.232, -0.331, -2.139], [2.247, -0.149, 1.448], [-0.146, 0.670, 1.803]], "forces_ev_per_angstrom": [[-0.10, 0.00, -0.05], [0.12, -0.09, -0.03], [-0.02, 0.01, 0.04], [0.10, -0.08, -0.01], [-0.28, 0.03, 0.16], [0.15, -0.07, 0.02], [-0.20, 0.19, 0.02], [-0.01, -0.09, -0.01], [0.08, 0.07, -0.06], [0.04, -0.02, 0.08], [-0.05, 0.09, 0.03], [0.03, 0.01, -0.04], [0.12, -0.07, -0.17]], "nbo_charge": [-0.66, 0.23, -0.41, 0.61, -0.61, -0.46, -0.41, 0.23, 0.23, 0.24, 0.24, 0.39, 0.38], "e_lumo_ev": 0.75, "energy_ev": -9272.4554, "de_lowest_kcal_mol": 24.1, "homo_energy_ev": -8.8, "charge": 0, "spin_multiplicity": 1, "smiles": "Cc1cc(=O)[nH][nH]1"}


Record 4
{"formula": "C2H4ClNO", "method": "ωB97M-V with the def2-TZVPD basis set", "elements": ["C", "C", "H", "H", "H", "H", "N", "O", "Cl"], "coordinates": [[-0.074, 0.060, 0.429], [1.011, 0.804, -0.294], [-1.747, -2.205, -0.167], [-0.489, 0.169, 1.492], [0.928, 0.244, -1.219], [1.892, 0.647, 0.258], [-0.587, -0.819, -0.349], [-1.658, -1.450, 0.295], [0.723, 2.550, -0.446]], "forces_ev_per_angstrom": [[-1.32, -0.32, 0.22], [-1.51, -0.62, 0.73], [-0.73, -4.11, -2.55], [0.87, 0.17, -1.61], [0.94, 0.74, -0.61], [1.48, 0.08, 0.19], [-0.50, 0.45, 1.39], [0.81, 3.73, 2.35], [-0.04, -0.13, -0.11]], "nbo_charge": [0.03, -0.43, 0.46, 0.21, 0.25, 0.22, -0.14, -0.56, -0.04], "e_lumo_ev": 1.02, "energy_ev": -18196.5817, "de_lowest_kcal_mol": 57.8, "homo_energy_ev": -10.3, "charge": 0, "spin_multiplicity": 1, "smiles": "O/N=C/CCl"}